No. 1
The following is a DFT calculation (ωB97M-V/def2-TZVPD) of an isolated molecule of C2H6BNO3 at a distorted geometry.

Geometry (Å):
B  -0.56083  -1.31443  0.05178
C  1.81418  0.58888  0.25095
C  -0.49524  0.27283  -0.68185
N  0.49745  1.03949  0.15534
O  2.34938  -0.15362  -0.56520
O  -1.71686  0.89717  -0.58190
O  0.46008  -2.13232  -0.11291
H  2.45941  1.03972  1.07957
H  -0.23423  0.17310  -1.66559
H  -1.53708  -1.88874  0.78218
H  -0.02076  1.33041  0.95023
H  -2.39150  0.30389  -0.11324
H  1.19944  -1.74184  -0.67844

Its expectation value of S² is 2.01. As for the relative energy (zero: lowest compared OMol25 entry of this formula, charge and spin): 444.39 kJ/mol. As for the gap between HOMO and LUMO (spin up / spin down): 5.1 / 7.6 eV. Its spin multiplicity is 3.


No. 2
The following is a DFT calculation (ωB97M-V/def2-TZVPD) of an isolated molecule of C2H6BrNO7P2S2.

Geometry (Å):
N  3.28909  0.00113  -0.26679
P  2.10333  0.62583  0.76145
O  1.87420  2.11656  0.19249
C  0.56571  -0.24004  0.00243
Br  0.29336  0.36192  -1.89126
O  0.87593  -1.60746  -0.03580
S  -0.47542  -2.50064  0.03257
O  -0.17647  -3.67461  0.75400
O  -1.06377  -2.53491  -1.25458
O  -1.25367  -1.48601  0.95703
C  -0.68976  -0.15350  0.90761
P  -2.10844  0.99822  0.56789
O  -1.31633  2.27563  0.02129
O  -2.82572  0.34042  -0.69235
S  -3.20580  1.24903  2.08747
H  3.00380  -0.20508  -1.22092
H  3.72138  -0.82627  0.12704
H  1.77243  2.19121  -0.76963
H  -0.36844  0.05239  1.93187
H  -1.72939  2.74134  -0.71588
H  -2.28603  0.27483  -1.49594

The SMILES is NP(O)[C@@]1(Br)OS(=O)(=O)O[C@@H]1P(O)(O)=S. As for the gap between HOMO and LUMO: 9.5 eV.


No. 3
The following is a DFT calculation (ωB97M-V/def2-TZVPD) of a cluster of 2 separate species, C2H6BrOP in total at a distorted geometry.

Geometry (Å):
C  0.20347  0.48707  1.35694
C  -0.70887  0.11479  0.18904
O  1.24873  -0.59358  -1.57376
P  -0.33678  -0.16774  -1.59820
Br  -1.62014  -2.37428  0.56181
H  1.12111  0.08442  1.16596
H  0.44380  1.57662  1.39319
H  -0.44648  0.24806  2.23136
H  -1.67781  0.65465  0.26773
H  1.71359  -1.22676  -2.13048
H  0.05938  1.19675  -1.86358

As for the relative energy (zero: lowest compared OMol25 entry of this formula, charge and spin): 319.42 kJ/mol. As for the gap between HOMO and LUMO (spin up / spin down): 7.8 / 7.8 eV.


No. 4
The following is a DFT calculation (ωB97M-V/def2-TZVPD) of a structure of composition C2H6Ca2F2O at a distorted geometry.

Geometry (Å):
Ca  -1.67200  0.54984  -3.37390
Ca  -4.13428  -0.40615  -0.72819
F  -1.81618  0.28715  -0.95876
F  -3.86249  -0.25653  -3.00091
C  1.21937  -0.72154  1.45025
C  1.67751  0.56546  0.76423
O  0.93258  0.71819  -0.47133
H  1.36228  -1.52590  0.72867
H  0.14719  -0.65787  1.63589
H  1.78199  -0.83568  2.37683
H  2.70800  0.35206  0.48026
H  1.65934  1.40013  1.46500
H  -0.00328  0.53081  -0.36809

The total charge is +2. As for the relative energy (zero: lowest compared OMol25 entry of this formula, charge and spin): 0.00 kJ/mol. As for the gap between HOMO and LUMO: 6.4 eV.